DFT (ωB97M-V with the def2-TZVPD basis set) results for a cluster of 9 separate species, C42H100F4N9O13S4 in total.

Its charge is +5. The calculation puts the HOMO energy at -0.6763 hartree. Its LUMO energy is -10.91 eV.

```
172
C42H100F4N9O13S4 (ωB97M-V with the def2-TZVPD basis set)
C -7.16514 1.08983 5.01372
C -6.28869 2.13456 5.68033
N -4.72410 1.80700 5.76137
C -4.61601 1.01693 7.07342
C -4.26731 1.02359 4.48753
C -4.72242 1.69637 3.14373
C -3.95468 3.16561 5.88362
C -2.38253 3.18843 5.88745
O -1.88911 2.04012 6.41517
C -0.58012 2.01897 6.91363
H -7.45031 0.21499 5.59805
H -6.78341 0.58662 4.12538
H -8.10297 1.60671 4.81021
H -6.67490 2.28295 6.68875
H -6.22533 3.04558 5.08522
H -3.55267 0.78833 7.14528
H -5.21472 0.11319 6.95989
H -5.04208 1.51211 7.94599
H -4.75277 0.06246 4.31821
H -3.19707 0.81757 4.50341
H -5.77559 1.96098 3.04926
H -4.47127 1.24015 2.18619
H -4.24652 2.66790 3.27692
H -4.13244 3.46689 6.91597
H -4.33198 3.98009 5.26525
H -2.12097 4.07912 6.45873
H -1.85306 3.24800 4.93655
H -0.24313 3.05499 6.87893
H -0.00545 1.40035 6.22430
H -0.49086 1.67315 7.94346
C 1.91383 4.15858 3.92617
C 2.70746 2.91364 4.03093
O 3.19043 2.45524 5.05213
N 3.04851 2.21376 2.72110
H 2.22125 2.33260 2.15400
H 3.71458 2.83538 2.28517
C 3.79972 0.86039 2.60223
H 2.08179 4.71446 4.84861
H 0.85366 3.92845 3.82047
H 2.15716 4.80213 3.08075
H 3.10903 0.03966 2.79571
H 4.65053 0.84703 3.28344
H 4.01912 0.89218 1.53501
C 1.76662 2.13507 -5.93727
C 2.36427 2.80854 -4.74666
O 2.44159 2.28647 -3.57534
N 2.89333 4.22957 -5.10177
H 3.40153 4.14947 -5.97091
H 2.00837 4.64655 -5.35291
C 3.69043 4.93630 -3.96824
H 2.00603 1.07467 -5.85774
H 2.18201 2.47007 -6.88770
H 0.71184 2.36201 -5.78223
H 3.79586 6.01662 -4.06770
H 4.62658 4.38717 -4.06917
H 3.19294 4.72248 -3.02226
C 3.94528 -0.62838 -2.50332
C 4.36864 -2.07228 -2.76181
O 3.50330 -3.01296 -2.75614
N 5.94089 -2.26592 -2.93728
H 6.26435 -2.22015 -3.89300
H 6.36365 -1.45986 -2.49952
C 6.44974 -3.53210 -2.18817
H 4.80338 0.03761 -2.59413
H 3.45718 -0.43651 -1.54780
H 3.24915 -0.47587 -3.32810
H 7.53607 -3.59317 -2.25336
H 6.01459 -4.34754 -2.76595
H 6.02129 -3.52534 -1.18593
C 1.59193 5.60249 -0.33130
C 0.21155 5.72614 0.17638
O -0.62650 6.42427 -0.36743
N -0.23635 4.72508 1.20593
H 0.33656 3.89694 1.28379
H -0.08152 5.25290 2.05300
C -1.83888 4.41445 1.23027
H 1.97156 6.55850 0.02927
H 1.43471 5.58790 -1.40980
H 2.07910 4.71207 0.06609
H -1.97427 4.00035 0.23113
H -2.30779 5.37984 1.42063
H -2.16484 3.71272 1.99801
C 4.64108 -7.79045 -2.40987
C 4.43312 -6.41421 -1.58054
C 3.23403 -6.66480 -0.62259
C 1.95797 -6.98246 -1.30644
N 0.72980 -7.06670 -0.46261
C 0.80330 -8.19145 0.52241
C 0.14174 -9.39729 -0.15867
C -0.52454 -8.89502 -1.42128
C -0.50589 -7.37535 -1.33402
C 0.47250 -5.74731 0.39153
C 0.44635 -4.40751 -0.40850
C 0.67443 -3.15205 0.45770
H 3.83965 -8.20715 -3.01993
H 4.79196 -8.62217 -1.72170
H 5.55744 -7.70323 -2.99362
H 4.19172 -5.63186 -2.30010
H 5.30833 -6.15185 -0.98617
H 3.08066 -5.75917 -0.03572
H 3.58324 -7.37114 0.13056
H 1.86320 -7.92398 -1.84742
H 1.59526 -6.16339 -1.92746
H 0.01739 -7.92725 1.22998
H 1.80079 -8.27917 0.95301
H -0.46982 -9.88231 0.60215
H 0.86773 -10.18976 -0.34047
H -1.55302 -9.25529 -1.44407
H -0.04480 -9.20794 -2.34866
H -1.35486 -7.15610 -0.68650
H -0.45897 -6.70534 -2.19250
H 1.21107 -5.78032 1.19248
H -0.48786 -5.96413 0.85927
H -0.49660 -4.24863 -0.93164
H 1.25568 -4.41784 -1.13856
H 0.16668 -3.10851 1.42123
H 0.31689 -2.26075 -0.05789
H 1.75389 -3.13317 0.60776
C -4.81535 3.47077 -5.50429
C -4.33554 3.13718 -4.09476
C -4.03054 1.66522 -3.89453
C -3.26359 1.44545 -2.65146
N -3.16506 -0.12062 -2.36718
C -4.59455 -0.71961 -2.11206
C -4.30738 -2.01057 -1.22233
C -3.20546 -1.68003 -0.31442
C -2.59734 -0.38323 -0.90637
C -2.45319 -0.93380 -3.46372
C -1.18051 -0.33566 -3.95348
C -0.62817 -1.03117 -5.29123
H -5.21849 4.48294 -5.47130
H -5.55500 2.78045 -5.90986
H -3.95967 3.43099 -6.17832
H -5.12636 3.53140 -3.45657
H -3.50234 3.77078 -3.79070
H -3.40419 1.29894 -4.70793
H -4.94836 1.07830 -3.85965
H -3.72265 1.96971 -1.81330
H -2.27660 1.88781 -2.78656
H -5.01864 -0.94400 -3.09078
H -5.10944 0.08905 -1.59335
H -3.97101 -2.86727 -1.80630
H -5.22061 -2.35049 -0.73389
H -2.38653 -2.38949 -0.19560
H -3.54335 -1.44888 0.69579
H -1.51113 -0.39095 -0.99675
H -2.89797 0.51332 -0.36422
H -3.21575 -1.10902 -4.22260
H -2.21299 -1.91682 -3.05866
H -0.49415 -0.15091 -3.12711
H -1.32770 0.72644 -4.14944
H -1.37406 -1.28447 -6.04461
H -0.07948 -1.96248 -5.15086
H 0.12554 -0.42737 -5.79664
N 0.82252 2.25978 1.37295
S -0.18304 1.04674 2.10142
O 0.39523 -0.21422 2.54133
O -1.49696 0.94734 1.57987
F -0.48202 1.82825 3.44201
S 0.71158 1.67541 -0.01296
O -0.36933 2.21762 -0.81153
O 1.09002 0.27463 -0.33184
F 1.94967 2.40535 -0.75450
N 4.44999 4.35874 1.67377
S 5.10278 5.87870 2.05737
O 4.51441 7.05270 1.45632
O 6.47886 6.06441 2.50440
F 4.36267 5.95258 3.47366
S 5.09317 4.20522 0.27033
O 6.52623 4.23196 0.12304
O 4.36120 4.79776 -0.85467
F 4.75743 2.66691 0.11965
```